64
Properties=species:S:1:pos:R:3 method="wB97M-V/def2-TZVPD" homo_energy_ev="-6.318 / -5.960" spin_multiplicity=2 orbital_gap_ev="6.42 / 6.06" total_energy_ev=-116676.757 e_above_lowest_kj_mol=0.0
Fe -0.668 0.356 0.063
C 4.175 -1.220 2.065
N 3.231 -0.617 1.142
C 3.562 0.107 0.032
C 2.388 0.458 -0.561
N 1.338 -0.041 0.160
C 1.876 -0.683 1.188
P 0.959 -1.471 2.544
C -0.323 -2.243 1.524
N -0.990 -1.649 0.550
C -1.782 -2.602 -0.020
C -1.591 -3.790 0.625
N -0.661 -3.558 1.601
C -0.138 -4.544 2.530
C 0.067 0.039 2.994
N -0.597 0.748 2.108
C -1.016 1.882 2.742
C -0.601 1.843 4.041
N 0.093 0.671 4.196
C 0.747 0.218 5.409
H 5.143 -0.747 1.922
H 3.857 -1.059 3.093
H 4.271 -2.290 1.885
H 4.584 0.328 -0.223
H 2.259 1.081 -1.425
H -2.424 -2.379 -0.854
H -2.025 -4.762 0.474
H -0.658 -5.483 2.360
H 0.928 -4.699 2.373
H -0.306 -4.230 3.559
H -1.539 2.654 2.204
H -0.720 2.540 4.852
H 0.590 0.965 6.182
H 0.329 -0.730 5.743
H 1.818 0.101 5.249
I -3.368 0.767 0.177
C -3.518 -0.115 -1.707
C -4.765 -0.384 -2.191
C -4.896 -0.920 -3.488
C -3.781 -1.125 -4.245
C -2.485 -0.835 -3.749
C -1.354 -1.008 -4.576
C -0.121 -0.704 -4.087
C 0.035 -0.269 -2.755
C -1.001 -0.095 -1.859
C -2.307 -0.350 -2.417
H -5.645 -0.173 -1.598
H -5.881 -1.143 -3.878
H -3.869 -1.508 -5.255
H -1.491 -1.369 -5.589
H 0.754 -0.812 -4.719
H 1.044 -0.072 -2.439
Cl -1.228 3.031 -2.974
C 0.278 3.392 -2.184
C 1.219 4.142 -2.854
C 2.401 4.530 -2.227
C 2.595 4.177 -0.901
C 1.648 3.421 -0.241
Cl 1.911 3.034 1.452
C 0.456 2.942 -0.844
N -0.437 2.213 -0.185
H 1.013 4.434 -3.875
H 3.138 5.117 -2.756
H 3.483 4.489 -0.364


12
Properties=species:S:1:pos:R:3 method="wB97M-V/def2-TZVPD" charge=+1 homo_energy_ev="-11.381 / -11.714" spin_multiplicity=5 orbital_gap_ev="6.94 / 7.14" total_energy_ev=-43077.419 e_above_lowest_kj_mol=326.7
C 0.316 -0.507 0.268
O 1.355 -0.738 0.986
Li -0.719 -0.873 -3.344
Li 1.542 -2.700 0.584
H -1.023 -0.347 -0.611
C -0.437 -1.512 -0.447
C 0.504 -2.395 -1.240
C 1.102 -1.887 -2.341
O 0.939 -0.590 -2.823
Fe 1.507 0.395 -1.301
H -1.177 -2.041 0.168
H 1.680 -2.513 -3.033


125
Properties=species:S:1:pos:R:3 method="wB97M-V/def2-TZVPD" smiles=COC[C@H](C)N.COC[C@H](C)N.COC[C@H](C)N.COC[C@H](C)N.COCCNCCOC.COCCNCCOC.CCO homo_energy_ev=-8.506 orbital_gap_ev=8.83 total_energy_ev=-59767.254 e_above_lowest_kj_mol=293.3
C 0.632 0.860 0.650
C 1.072 -0.598 0.224
O 1.809 -1.094 1.278
H 1.282 1.587 0.164
H 0.594 1.083 1.716
H -0.396 1.034 0.332
H 1.787 -0.562 -0.599
H 0.218 -1.256 0.063
H 2.753 -0.953 1.174
C -2.016 1.725 -4.723
O -0.769 1.417 -5.164
C -0.293 2.365 -6.113
C 1.192 2.088 -6.395
N 2.044 2.751 -5.424
C 3.460 2.413 -5.597
C 4.352 3.067 -4.586
O 4.017 2.622 -3.295
C 5.082 2.714 -2.352
H -2.186 1.175 -3.797
H -2.808 1.377 -5.387
H -2.154 2.787 -4.524
H -0.522 3.405 -5.880
H -0.820 2.121 -7.036
H 1.501 2.456 -7.373
H 1.362 1.016 -6.493
H 1.773 2.400 -4.516
H 3.770 2.787 -6.573
H 3.607 1.333 -5.620
H 4.290 4.153 -4.651
H 5.356 2.818 -4.929
H 4.695 2.320 -1.412
H 5.425 3.739 -2.215
H 5.936 2.104 -2.646
C -1.514 -6.814 -6.696
O -1.350 -8.227 -6.470
C -0.525 -8.586 -5.334
C -0.608 -10.105 -4.984
N 0.117 -10.973 -5.885
C -0.542 -11.159 -7.168
C 0.415 -11.877 -8.168
O 1.357 -10.947 -8.823
C 1.867 -11.365 -10.059
H -2.081 -6.386 -5.869
H -2.148 -6.534 -7.537
H -0.531 -6.342 -6.700
H -0.931 -8.009 -4.503
H 0.511 -8.287 -5.490
H -1.629 -10.473 -4.874
H -0.200 -10.330 -3.999
H 1.054 -10.621 -6.017
H -0.677 -10.146 -7.548
H -1.430 -11.778 -7.044
H -0.192 -12.357 -8.936
H 0.976 -12.660 -7.658
H 2.835 -11.836 -9.890
H 2.085 -10.475 -10.651
H 1.228 -11.933 -10.735
C 2.265 8.247 8.711
C 2.098 7.918 7.222
C 2.231 6.357 6.962
O 3.476 5.845 7.512
C 3.637 4.471 7.365
N 0.844 8.521 6.830
H 1.554 7.688 9.319
H 2.109 9.313 8.875
H 3.300 8.043 8.985
H 2.853 8.443 6.637
H 2.283 6.189 5.886
H 1.339 5.832 7.305
H 2.900 3.892 7.922
H 4.654 4.319 7.725
H 3.525 4.200 6.315
H 0.842 9.450 7.227
H 0.066 8.182 7.378
C -10.222 10.097 0.091
C -9.980 8.571 -0.027
C -8.690 8.224 0.759
O -7.497 8.672 0.187
C -6.290 8.259 0.832
N -11.184 8.035 0.595
H -10.484 10.392 1.106
H -10.971 10.289 -0.677
H -9.374 10.710 -0.215
H -9.782 8.250 -1.050
H -8.619 7.144 0.882
H -8.863 8.585 1.773
H -5.413 8.768 0.431
H -6.115 7.186 0.753
H -6.283 8.512 1.892
H -11.122 7.072 0.892
H -11.384 8.437 1.500
C -3.099 -1.131 6.947
C -3.615 -2.184 5.939
C -4.369 -1.563 4.736
O -5.444 -0.694 5.228
C -6.283 -0.140 4.205
N -2.449 -2.944 5.548
H -3.883 -0.536 7.415
H -2.400 -0.478 6.424
H -2.605 -1.639 7.776
H -4.284 -2.874 6.454
H -4.829 -2.401 4.211
H -3.685 -1.084 4.036
H -6.856 -0.981 3.814
H -5.791 0.272 3.324
H -7.002 0.568 4.616
H -2.758 -3.625 4.870
H -1.817 -2.383 4.995
C 8.550 -2.605 4.585
C 7.327 -3.524 4.192
C 7.431 -4.034 2.760
O 7.443 -2.904 1.918
C 7.408 -3.178 0.557
N 7.360 -4.579 5.233
H 8.539 -2.146 5.573
H 8.649 -1.760 3.903
H 9.480 -3.173 4.575
H 6.419 -2.940 4.341
H 6.541 -4.608 2.505
H 8.316 -4.649 2.596
H 7.479 -2.274 -0.048
H 6.518 -3.722 0.239
H 8.215 -3.793 0.158
H 6.606 -5.236 5.092
H 7.053 -4.208 6.121


15
Properties=species:S:1:pos:R:3 method="wB97M-V/def2-TZVPD" charge=+1 homo_energy_ev=-15.760 orbital_gap_ev=12.18 total_energy_ev=-10866.901 e_above_lowest_kj_mol=0.0
C 2.906 0.074 0.253
C -2.757 -0.472 -0.109
C -1.425 0.076 -0.201
N -0.973 1.008 0.602
O 4.130 -0.269 0.053
O -0.563 -0.496 -1.033
O 1.934 -0.044 -0.508
H 2.859 0.538 1.287
H -3.284 -0.478 0.884
H -3.533 -0.303 -0.850
H -2.427 -1.526 -0.264
H 4.187 -0.608 -0.849
H -1.509 1.594 1.245
H 0.049 1.068 0.526
H 0.406 -0.163 -1.036


13
Properties=species:S:1:pos:R:3 method="wB97M-V/def2-TZVPD" smiles="O=[SiH]O[SiH2]O.N" homo_energy_ev=-10.121 orbital_gap_ev=10.50 total_energy_ev=-23504.585 e_above_lowest_kj_mol=204.6
N 0.573 1.113 -1.487
O -2.296 -2.169 0.902
O 1.478 1.556 1.909
O -0.676 -0.190 1.368
Si -0.698 -1.796 1.123
Si 0.105 1.201 1.397
H -0.345 1.166 -2.085
H 1.244 0.550 -2.014
H 0.761 2.137 -1.491
H -2.813 -1.365 0.865
H 0.248 -1.774 0.092
H -0.122 -2.383 2.319
H -0.880 2.373 1.234


80
Properties=species:S:1:pos:R:3 method="wB97M-V/def2-TZVPD" charge=+2 homo_energy_ev="-12.066 / -12.066" spin_multiplicity=4 orbital_gap_ev="4.39 / 3.02" total_energy_ev=-124046.474 e_above_lowest_kj_mol=16.9
Re -0.097 -0.130 -0.326
C -1.127 1.707 -0.624
C -1.561 0.697 -1.579
C -1.116 0.671 -3.032
C 0.261 0.030 -3.267
C 1.081 -0.131 -2.009
C 1.418 0.988 -1.129
C 1.116 2.429 -1.527
C -0.259 2.887 -1.020
C 1.298 -1.237 0.741
H -1.859 1.961 0.148
H -2.570 0.309 -1.424
H -1.146 1.688 -3.454
H -1.874 0.088 -3.581
H 0.116 -0.969 -3.712
H 0.827 0.608 -4.013
H 1.826 -0.928 -2.057
H 2.350 0.889 -0.567
H 1.192 2.554 -2.617
H 1.892 3.077 -1.085
H -0.116 3.504 -0.119
H -0.762 3.536 -1.758
H 1.193 -0.995 1.810
H 2.330 -1.041 0.423
H 1.086 -2.320 0.634
P 1.313 -1.162 -8.347
P -1.759 -0.653 -7.988
N 2.765 -0.156 -8.344
N 2.034 -2.424 -9.411
N -2.021 1.089 -7.823
N -3.430 -1.026 -8.479
C 0.433 -0.264 -9.716
C -1.068 -0.596 -9.709
C 3.182 0.484 -7.166
C 4.232 1.334 -7.471
C 4.469 1.239 -8.882
C 3.543 0.337 -9.396
C 2.186 -3.740 -8.950
C 2.683 -4.528 -9.986
C 2.829 -3.680 -11.131
C 2.413 -2.410 -10.754
C -1.800 1.681 -6.572
C -1.929 3.055 -6.696
C -2.210 3.338 -8.071
C -2.237 2.115 -8.744
C -4.333 -0.331 -9.291
C -5.437 -1.141 -9.532
C -5.190 -2.396 -8.885
C -3.955 -2.310 -8.271
H 0.842 -0.506 -10.707
H 0.593 0.812 -9.551
H -1.621 0.105 -10.354
H -1.228 -1.608 -10.119
H 2.675 0.261 -6.242
H 4.771 1.955 -6.771
H 5.223 1.769 -9.445
H 3.371 0.017 -10.412
H 1.917 -3.981 -7.937
H 2.922 -5.579 -9.932
H 3.208 -3.963 -12.108
H 2.343 -1.508 -11.349
H -1.565 1.051 -5.728
H -1.842 3.773 -5.894
H -2.381 4.306 -8.510
H -2.387 1.911 -9.793
H -4.117 0.673 -9.624
H -6.313 -0.873 -10.108
H -5.844 -3.259 -8.883
H -3.378 -3.029 -7.709
Cl -2.348 -2.161 0.339
C -2.190 -1.128 1.700
C -1.221 -0.150 1.636
C -0.964 0.693 2.712
Cl 0.288 1.853 2.585
C -1.739 0.583 3.890
Cl -1.437 1.618 5.209
C -2.774 -0.389 3.947
Cl -3.747 -0.514 5.336
C -3.004 -1.257 2.847
Cl -4.246 -2.420 2.880